{
  "formula": "C27H60B2FN7O7PSSi",
  "method": "ωB97M-V with the def2-TZVPD basis set",
  "charge": -1,
  "total_energy_ev": -85811.2409,
  "species": ["C", "N", "C", "B", "O", "C", "P", "N", "O", "B", "N", "C", "C", "C", "C", "C", "C", "C", "S", "C", "N", "N", "C", "O", "O", "C", "C", "C", "C", "F", "C", "C", "O", "Si", "C", "C", "C", "H", "H", "H", "H", "H", "H", "H", "H", "H", "H", "H", "H", "H", "H", "H", "H", "H", "H", "H", "H", "H", "H", "H", "H", "H", "H", "H", "H", "H", "H", "H", "H", "H", "H", "H", "H", "H", "H", "H", "H", "H", "H", "H", "H", "H", "H", "C", "O", "N", "C", "C", "H", "H", "H", "H", "H", "H", "H", "C", "O", "N", "C", "C", "H", "H", "H", "H", "H", "H", "H"],
  "positions_angstrom": [[2.66692, 2.64382, 1.33954], [2.43416, 1.30329, 1.94766], [2.15794, 1.51736, 3.38459], [1.34096, 0.61160, 1.30965], [0.33849, 0.05006, 2.11983], [1.23458, 0.39937, -0.26052], [-0.60494, 0.62557, -0.59294], [-0.94757, 2.16326, -0.34620], [1.73845, 1.43481, -1.03712], [2.03397, 0.98958, -2.40507], [0.79358, 0.91154, -3.39662], [3.06587, 2.01074, -3.15243], [3.62279, 3.12928, -2.25867], [2.74230, 4.38673, -2.20262], [1.28717, 4.11777, -2.52966], [0.39065, 5.26916, -2.09866], [-1.00868, 5.14880, -2.69361], [-2.00444, 4.44087, -1.75433], [-2.86078, 3.16632, -2.70504], [-3.20372, 1.94931, -1.54889], [-3.14117, 1.98495, -0.26503], [-3.51508, 0.74847, 0.19471], [-3.80577, 0.05557, -0.84499], [-3.63643, 0.72951, -1.97788], [2.43597, -0.44091, -2.17293], [1.99491, -0.86873, -0.88511], [1.16996, -2.11060, -1.18676], [0.28943, -2.65564, -0.05680], [-0.55866, -3.79081, -0.58486], [-1.41355, -3.33853, -1.58878], [3.34147, -1.14308, -0.17222], [3.31578, -2.11563, 0.99224], [4.66574, -2.46635, 1.37445], [5.41672, -1.50634, 2.49797], [5.97856, 0.15388, 1.84148], [6.98301, -2.43988, 2.97518], [4.43712, -1.25745, 4.08236], [3.14314, 3.30513, 2.05505], [1.74962, 3.12124, 1.00461], [3.36492, 2.53956, 0.52484], [2.96680, 2.09923, 3.81852], [2.11564, 0.59097, 3.93463], [1.25694, 2.10873, 3.54132], [-0.32584, 0.74595, 2.22184], [-1.40867, -0.19572, 0.22448], [-0.90910, 0.25432, -1.91115], [-1.67511, 2.25157, 0.35842], [0.32896, 0.01622, -3.28083], [1.13402, 0.86664, -4.34928], [2.62092, 2.47393, -4.02765], [3.92698, 1.45341, -3.52811], [3.82733, 2.79968, -1.25229], [4.59701, 3.41841, -2.65908], [2.75942, 4.77125, -1.18402], [3.11764, 5.16313, -2.86637], [1.12286, 3.91438, -3.58328], [0.90875, 3.24669, -2.00488], [0.28228, 5.15155, -1.02046], [0.85002, 6.24241, -2.25930], [-0.91856, 4.51282, -3.57083], [-1.42056, 6.10080, -3.00582], [-2.73741, 5.17812, -1.45248], [-1.54016, 4.04915, -0.85703], [-4.16080, -0.95211, -0.83194], [1.82715, -2.91971, -1.49961], [0.52569, -1.91171, -2.03282], [0.84667, -3.08115, 0.77327], [-0.39914, -1.92277, 0.35211], [0.10715, -4.52412, -1.03116], [-1.17480, -4.22889, 0.19527], [3.94977, -1.60750, -0.93550], [3.75422, -0.17356, 0.08475], [2.73770, -1.76052, 1.84541], [2.89658, -3.04021, 0.62028], [6.46633, 0.00132, 0.88166], [6.68437, 0.64842, 2.50347], [5.14504, 0.83117, 1.67076], [7.67692, -1.76043, 3.45793], [6.76595, -3.31468, 3.57630], [7.43471, -2.76813, 2.04269], [3.37340, -1.10717, 3.95704], [4.61248, -2.09507, 4.75295], [4.85350, -0.38258, 4.57409], [-5.03294, -1.38633, 5.14700], [-5.61460, -2.16364, 5.88499], [-5.42702, -1.06617, 3.90485], [-4.69089, -0.12881, 3.06834], [-6.63348, -1.68089, 3.38093], [-4.10739, -0.86835, 5.45236], [-5.33215, 0.71421, 2.80722], [-4.36521, -0.61729, 2.15439], [-3.81687, 0.24333, 3.59705], [-7.48503, -1.43333, 4.01601], [-6.52479, -2.76596, 3.36776], [-6.81601, -1.32159, 2.37148], [-6.68835, -3.53793, -2.27072], [-7.85581, -3.84655, -2.42796], [-5.64129, -4.34765, -2.49631], [-4.26731, -3.91979, -2.28943], [-5.89911, -5.69787, -2.96358], [-6.38861, -2.53510, -1.91763], [-3.70960, -3.98903, -3.22389], [-3.78941, -4.55554, -1.54414], [-4.24046, -2.89056, -1.94062], [-6.43854, -5.66834, -3.91093], [-6.51480, -6.23223, -2.23912], [-4.95677, -6.22242, -3.09772]],
  "mulliken_charge": [-1.242, 0.669, -1.363, 0.271, -0.668, 0.402, -0.771, -0.264, 0.074, -0.027, -0.774, -1.317, 0.056, -1.115, 0.566, -1.338, -0.899, -0.202, -0.434, 0.877, -0.625, -0.107, -0.225, -0.332, -0.732, 2.834, -2.670, 0.684, -0.847, -0.258, -1.506, -0.197, -0.597, 0.686, -0.782, -1.195, -0.938, 0.634, 0.233, 0.040, 0.344, 0.306, 0.343, 0.209, 0.293, -0.254, 0.696, 0.107, 0.264, 0.550, 0.485, -0.367, 0.519, 0.297, 0.310, 0.570, -0.298, 0.424, 0.440, 0.513, 0.306, 0.667, 0.104, 0.388, 0.557, 0.303, 0.237, -0.138, 0.364, 0.406, 0.640, -0.099, 0.294, 0.154, 0.277, 0.431, -0.015, 0.306, 0.310, 0.272, 0.182, 0.385, 0.312, 0.120, -0.610, 0.149, -0.839, -0.969, 0.261, 0.315, 0.357, 0.219, 0.306, 0.306, 0.358, 0.116, -0.611, 0.185, -0.261, -0.956, 0.258, 0.333, 0.396, -0.404, 0.295, 0.301, 0.377]
}